1.
ORCA calculation (the ωB97M-V functional and the def2-TZVPD basis) on a molecular structure, C38H37ClNOP2Tm in a non-equilibrium geometry.

```
81
Properties=species:S:1:pos:R:3:lowdin_spin:R:1
Tm -0.7937 -0.9701 -0.1332 2.0093
Cl -2.0845 0.4335 -1.6741 -0.0007
P 1.2955 -0.9868 -2.0423 -0.0028
P -1.5205 1.2202 1.7099 -0.0012
C 2.9800 -1.5073 -1.6166 -0.0001
C 1.5888 0.0039 -3.5300 -0.0008
C 0.5084 -2.5579 -2.5989 0.0001
C -2.7815 0.2281 2.5922 0.0000
C -0.6063 1.9775 3.0811 -0.0004
C -2.4802 2.6090 1.0181 0.0001
C 3.3881 -2.8483 -1.5889 -0.0001
C 4.6714 -3.1685 -1.1466 0.0000
C 5.5569 -2.1644 -0.7502 -0.0001
C 5.1603 -0.8239 -0.8080 0.0000
C 3.8804 -0.4898 -1.2416 -0.0001
H 2.7042 -3.6333 -1.9206 0.0000
H 4.9788 -4.2148 -1.1233 0.0000
H 6.5568 -2.4234 -0.3979 0.0000
H 5.8485 -0.0290 -0.5120 0.0000
H 3.5684 0.5591 -1.3078 0.0000
C 0.0837 -3.4848 -1.6139 -0.0001
C -0.6629 -4.6027 -1.9922 -0.0002
C -0.9364 -4.8311 -3.3419 0.0001
C -0.4868 -3.9361 -4.3191 -0.0002
C 0.2249 -2.7947 -3.9487 0.0001
H 0.3664 -3.3643 -0.5519 0.0000
H -1.0455 -5.2825 -1.2246 0.0000
H -1.5012 -5.7132 -3.6393 0.0000
H -0.6781 -4.1289 -5.3759 0.0000
H 0.5733 -2.0848 -4.7005 0.0000
C 2.7075 -0.1879 -4.3580 -0.0002
C 2.9072 0.6476 -5.4585 -0.0001
C 1.9913 1.6627 -5.7499 0.0000
C 0.8614 1.8435 -4.9374 0.0000
C 0.6616 1.0216 -3.8352 -0.0001
H 3.4211 -0.9809 -4.1351 0.0000
H 3.7846 0.4951 -6.0880 0.0000
H 2.1562 2.3153 -6.6067 0.0000
H 0.1386 2.6293 -5.1672 0.0000
H -0.2233 1.1470 -3.2055 0.0000
C -0.4501 3.3702 3.2018 -0.0001
C 0.3460 3.8937 4.2241 0.0000
C 0.9961 3.0455 5.1242 -0.0001
C 0.8247 1.6602 5.0180 0.0000
C 0.0261 1.1272 4.0120 -0.0001
H -0.9623 4.0414 2.5066 0.0000
H 0.4538 4.9771 4.3131 0.0000
H 1.6363 3.4594 5.9065 0.0000
H 1.3208 0.9885 5.7213 0.0000
H -0.1261 0.0452 3.9447 0.0000
C -3.3594 -0.8570 1.8962 -0.0001
C -4.1056 -1.7953 2.6090 0.0000
C -4.4187 -1.5750 3.9553 -0.0001
C -3.9641 -0.4227 4.6029 0.0001
C -3.1384 0.4788 3.9259 -0.0001
H -3.2688 -0.9406 0.7953 0.0000
H -4.4502 -2.7048 2.1114 0.0000
H -5.0292 -2.2970 4.5025 0.0000
H -4.2479 -0.2122 5.6372 0.0000
H -2.7706 1.3755 4.4308 0.0000
C -3.8239 2.8476 1.3326 0.0000
C -4.5303 3.8395 0.6500 0.0000
C -3.9030 4.5994 -0.3398 0.0000
C -2.5494 4.3882 -0.6402 0.0000
C -1.8417 3.4062 0.0440 0.0000
H -4.3118 2.2437 2.0968 0.0000
H -5.5816 4.0062 0.8918 0.0000
H -4.4643 5.3558 -0.8854 0.0000
H -2.0496 4.9824 -1.4097 0.0000
H -0.7911 3.2280 -0.1949 0.0000
H -1.9798 -2.5640 -0.1547 -0.0005
H -2.1516 -2.1710 -0.8895 -0.0010
C 2.6562 0.0649 2.0486 0.0000
C 1.8453 -1.1588 1.9134 0.0005
N 2.2531 -2.2788 2.4937 0.0003
O 0.7512 -1.2115 1.2332 -0.0013
H 3.4103 -0.0920 2.8293 0.0000
H 2.0351 0.9215 2.3308 0.0000
H 3.1569 0.2900 1.0973 0.0000
H 1.6824 -3.1182 2.4157 0.0000
H 3.0925 -2.2723 3.0526 0.0000
```

- DFT total energy: -3827.91528 Eh
- Multiplicity: 3
- Orbital gap (alpha / beta): 7.32 / 7.38 eV
- Net charge: +2

2.
ORCA calculation (the ωB97M-V functional and the def2-TZVPD basis) on a molecular structure, C38H37F4MoN6O2.

```
88
Properties=species:S:1:pos:R:3:mulliken_charge:R:1
Mo -0.2410 -0.5051 -0.1259 -1.5366
O -3.9603 -2.1812 1.0798 -0.8410
C -2.9454 -1.4996 0.8875 0.4446
N -1.7656 -1.8824 0.3938 0.4900
C -1.7507 -3.1642 -0.2632 -1.8910
C -1.3989 -2.9372 -1.7078 0.7743
C -1.5633 -3.9259 -2.6707 -1.1041
C -1.1350 -3.6781 -3.9607 -0.7004
C -0.5509 -2.4551 -4.2523 -1.4380
C -0.4370 -1.5194 -3.2392 -0.3798
N -0.8698 -1.7483 -1.9962 1.7191
C -2.9777 -0.0221 1.2451 -0.2543
C -3.9637 0.4883 2.0692 -0.4869
C -3.8853 1.8233 2.4330 -0.7282
C -2.8158 2.5817 1.9767 -1.1230
C -1.8784 1.9986 1.1391 -0.6861
N -1.9822 0.7256 0.7431 1.6627
H -0.9828 -3.8103 0.1804 0.1770
H -2.7173 -3.6727 -0.1811 0.6567
H -2.0117 -4.8690 -2.3890 0.4948
H -1.2415 -4.4348 -4.7288 0.4126
H -0.1731 -2.2196 -5.2374 0.5330
H 0.0280 -0.5595 -3.3849 0.4946
H -4.7411 -0.1765 2.4160 0.5837
H -4.6317 2.2581 3.0855 0.3824
H -2.6878 3.6150 2.2668 0.4760
H -1.0071 2.5320 0.7876 0.6200
C -3.4059 -0.2364 -3.7044 -1.1366
N -2.2646 0.6440 -3.6439 0.9841
C -2.0926 1.3893 -4.8649 -1.2568
C -2.2929 1.4829 -2.4598 -1.4480
C -0.9592 2.0906 -2.0414 -1.3960
N 0.0928 1.1615 -1.6146 1.4540
C 1.3403 1.6880 -1.7763 -0.0014
C 2.4172 0.9082 -2.2604 0.0664
F 2.2079 -0.3631 -2.6310 -0.3546
C 3.6832 1.4174 -2.4363 0.4147
F 4.6395 0.5955 -2.9232 -0.3701
C 3.9985 2.7462 -2.1917 -0.6422
C 2.9590 3.5298 -1.7413 0.0562
F 3.1878 4.8252 -1.4284 -0.4000
C 1.6886 3.0267 -1.5281 0.1185
F 0.7939 3.8538 -0.9374 -0.3882
H -4.3675 0.3031 -3.7732 0.3050
H -3.4324 -0.8635 -2.8115 0.1934
H -3.3222 -0.8914 -4.5745 0.3737
H -2.9280 2.0895 -5.0557 0.3571
H -2.0207 0.7061 -5.7141 0.3253
H -1.1712 1.9705 -4.8310 0.3078
H -2.7310 0.9050 -1.6489 0.1706
H -2.9708 2.3445 -2.6317 0.3258
H -1.2003 2.8542 -1.2937 0.1910
H -0.5875 2.6743 -2.8964 0.8968
H 4.9913 3.1372 -2.3363 0.5009
N 0.4392 0.1067 1.4667 -0.1501
C 0.9517 0.3731 2.6112 -0.3213
C 0.5735 -0.5237 3.7365 -0.1197
C -0.7494 -0.9432 3.8679 0.1741
C -1.1156 -1.8512 4.8500 -0.8444
C -0.1647 -2.3508 5.7290 -0.5160
C 1.1570 -1.9376 5.6125 -0.8665
C 1.5204 -1.0350 4.6255 -0.0275
C 1.8860 1.4958 2.8388 0.3309
C 2.6288 2.0369 1.7884 0.1723
C 3.4876 3.1030 2.0029 -0.6769
C 3.6314 3.6510 3.2715 -0.5792
C 2.9074 3.1134 4.3262 -0.7983
C 2.0479 2.0471 4.1125 -0.2787
H -1.4867 -0.5590 3.1760 0.5156
H -2.1478 -2.1701 4.9223 0.4397
H -0.4486 -3.0608 6.4955 0.3835
H 1.9100 -2.3306 6.2845 0.3893
H 2.5541 -0.7267 4.5266 0.5120
H 2.5335 1.5990 0.8026 0.3428
H 4.0524 3.5007 1.1716 0.3925
H 4.3037 4.4832 3.4356 0.3955
H 3.0056 3.5282 5.3220 0.3744
H 1.4816 1.6466 4.9438 0.4517
C 2.6196 -3.4730 -1.4614 -1.1734
O 1.4614 -2.6837 -1.3284 0.2959
C 1.2441 -1.8239 -0.2534 1.0504
C 2.0949 -2.1723 0.9621 -1.1417
H 3.5340 -2.8853 -1.3382 0.3556
H 2.5911 -3.8637 -2.4799 0.2389
H 2.6428 -4.3188 -0.7647 0.3290
H 2.8593 -2.9313 0.8064 0.6902
H 1.4446 -2.5182 1.7707 0.0839
H 2.5834 -1.2766 1.3505 0.1759
```

- DFT total energy: -2416.96014 Eh
- Multiplicity: 1
- Orbital gap (alpha / beta): 5.60 / 5.60 eV
- Net charge: -1

3.
ORCA calculation (the ωB97M-V functional and the def2-TZVPD basis) on a molecular structure, C38H38AsMnN2OP2S in a non-equilibrium geometry.

```
84
Properties=species:S:1:pos:R:3:lowdin_spin:R:1
Mn 0.1790 -0.4976 0.5535 4.6118
O 2.1789 0.0584 1.0434 0.0685
N 2.5432 0.0374 2.3191 0.0077
C 3.8083 0.4216 2.6006 0.0018
C 4.2817 0.4286 3.8835 0.0036
C 3.4320 0.0365 4.9157 0.0011
C 2.1464 -0.3489 4.6165 0.0052
C 1.6802 -0.3538 3.2968 0.0141
S 0.0725 -0.8541 2.9012 0.0805
H 4.3855 0.7157 1.7380 0.0004
H 5.3002 0.7356 4.0711 0.0002
H 3.7776 0.0355 5.9414 0.0000
H 1.4564 -0.6619 5.3869 0.0009
N -1.9411 1.9245 0.6750 0.0094
P -2.1140 0.3414 0.0161 0.0314
C -2.6391 0.6547 -1.7035 0.0059
C -2.1955 -0.1841 -2.7201 0.0031
C -2.6390 0.0008 -4.0239 0.0002
C -3.5187 1.0336 -4.3093 0.0000
C -3.9624 1.8751 -3.2945 0.0004
C -3.5272 1.6872 -1.9932 0.0008
C -3.6770 -0.2726 0.7050 0.0017
C -4.1316 -1.4936 0.2034 0.0008
C -5.3314 -2.0255 0.6424 0.0000
C -6.0810 -1.3457 1.5960 0.0004
C -5.6277 -0.1388 2.1029 0.0001
C -4.4249 0.3996 1.6620 0.0003
P -0.2212 2.3867 0.6521 0.0285
C -0.3697 4.1367 1.1259 0.0098
C 0.8252 4.8263 1.3342 0.0016
C 0.8062 6.1637 1.6949 -0.0001
C -0.4085 6.8172 1.8665 0.0007
C -1.5983 6.1343 1.6634 0.0005
C -1.5837 4.7948 1.2938 0.0023
C 0.1054 2.5177 -1.1481 0.0051
C -0.5152 3.4612 -1.9658 0.0002
C -0.2445 3.4911 -3.3242 0.0029
C 0.6594 2.5910 -3.8791 0.0011
C 1.3079 1.6705 -3.0718 0.0028
C 1.0345 1.6423 -1.7110 0.0125
H -2.2277 1.9183 1.6530 0.0003
H -1.4979 -0.9832 -2.4872 0.0028
H -2.2929 -0.6521 -4.8156 0.0000
H -3.8574 1.1888 -5.3263 0.0000
H -4.6497 2.6809 -3.5212 0.0000
H -3.8763 2.3353 -1.1977 0.0001
H -3.5502 -2.0155 -0.5499 0.0002
H -5.6840 -2.9660 0.2399 0.0000
H -7.0198 -1.7590 1.9417 0.0000
H -6.2096 0.3906 2.8463 0.0000
H -4.0975 1.3513 2.0630 0.0000
H 1.7723 4.3122 1.2001 0.0004
H 1.7351 6.6969 1.8530 0.0000
H -0.4264 7.8584 2.1627 0.0000
H -2.5447 6.6448 1.7926 0.0000
H -2.5147 4.2712 1.1174 0.0003
H -1.2184 4.1663 -1.5381 0.0000
H -0.7348 4.2219 -3.9556 0.0002
H 0.8693 2.6206 -4.9414 0.0000
H 2.0394 0.9937 -3.4964 0.0001
H 1.6197 0.9872 -1.0798 0.0057
C -0.6764 -3.9226 0.2865 0.0081
As 0.8723 -2.8276 -0.1721 0.0402
C 1.1928 -3.3943 -2.0066 0.0110
C 2.2651 -3.7389 0.8916 0.0064
C 3.4520 -4.2397 0.1229 0.0002
C 3.3680 -5.3950 -0.6537 0.0007
C 4.4738 -5.8687 -1.3422 -0.0001
C 5.6875 -5.1979 -1.2565 0.0007
C 5.7849 -4.0532 -0.4792 -0.0001
C 4.6725 -3.5753 0.2004 0.0007
H -0.9363 -3.7413 1.3278 0.0004
H -0.4600 -4.9791 0.1436 0.0009
H -1.5233 -3.6411 -0.3388 0.0003
H 0.9180 -4.4358 -2.1527 0.0012
H 2.2471 -3.2657 -2.2439 0.0001
H 0.6020 -2.7697 -2.6764 0.0002
H 1.7607 -4.5545 1.4078 0.0004
H 2.5796 -3.0186 1.6445 -0.0002
H 2.4310 -5.9403 -0.7007 0.0000
H 4.3892 -6.7655 -1.9439 0.0000
H 6.5548 -5.5709 -1.7854 0.0000
H 6.7316 -3.5345 -0.3924 0.0000
H 4.7503 -2.6759 0.8023 0.0000
```

- DFT total energy: -6123.09892 Eh
- Multiplicity: 6
- Orbital gap (alpha / beta): 8.29 / 8.06 eV
- Net charge: +1

4.
ORCA calculation (the ωB97M-V functional and the def2-TZVPD basis) on a molecular structure, C38H38AuN6S3 in a non-equilibrium geometry.

```
86
Properties=species:S:1:pos:R:3:mulliken_charge:R:1
Au -1.5161 0.4650 2.8513 0.8549
N -2.0843 1.2818 1.0171 -0.7525
S -1.4633 1.3213 -0.3401 1.6232
N -1.2657 -0.0534 -1.1589 -0.2984
S -0.3077 -1.2345 -1.5132 1.2825
N 0.6448 -1.7970 -0.3864 -0.0919
S 1.0544 -1.1119 1.0314 1.2279
N 0.0876 -0.1836 1.6733 -0.5525
C 2.6271 -0.2441 0.7426 0.4489
C 3.5731 -0.8015 -0.0945 -0.2737
C 4.7980 -0.1640 -0.2330 -0.8987
C 5.0574 1.0025 0.4700 -0.7091
C 4.0961 1.5429 1.3083 -0.7358
C 2.8708 0.9124 1.4585 -0.3265
C 1.5807 -2.4610 2.1417 0.6015
C 1.9647 -3.7058 1.6884 -0.2026
C 2.4925 -4.6058 2.6091 -0.7882
C 2.6395 -4.2465 3.9393 -0.6171
C 2.2351 -2.9939 4.3768 -0.7975
C 1.6984 -2.0912 3.4717 -0.5587
C -1.3484 -2.5475 -2.1564 0.5083
C -1.0076 -3.8729 -1.9493 -0.2813
C -1.7357 -4.8585 -2.5989 -0.8119
C -2.7810 -4.5103 -3.4430 -0.5548
C -3.1127 -3.1771 -3.6399 -0.9601
C -2.3884 -2.1843 -3.0012 -0.3371
C 0.6645 -0.7452 -2.9560 0.9832
C 0.1027 0.1707 -3.8336 -0.7115
C 0.8035 0.5357 -4.9718 -0.3942
C 2.0436 -0.0274 -5.2340 -0.6600
C 2.5703 -0.9783 -4.3749 -0.8256
C 1.8787 -1.3497 -3.2321 -0.4481
C -2.6370 2.2192 -1.3836 0.2385
C -3.6383 1.5378 -2.0471 -0.3563
C -4.5809 2.2617 -2.7625 -0.7959
C -4.5214 3.6468 -2.7926 -0.6201
C -3.5286 4.3137 -2.0937 -0.8179
C -2.5760 3.6027 -1.3790 -0.3638
C 0.0348 2.3505 -0.3775 0.7553
C 0.6855 2.6018 -1.5705 -0.2906
C 1.7634 3.4757 -1.5713 -0.8357
C 2.1593 4.1002 -0.3998 -0.7615
C 1.4868 3.8429 0.7839 -0.7220
C 0.4148 2.9641 0.8007 -0.3985
H 3.3598 -1.7230 -0.6119 0.3993
H 5.5523 -0.5843 -0.8795 0.5104
H 6.0137 1.4935 0.3736 0.4666
H 4.2964 2.4486 1.8564 0.5216
H 2.1131 1.2999 2.1188 0.4480
H 1.8563 -3.9683 0.6481 0.3452
H 2.7986 -5.5886 2.2836 0.4600
H 3.0723 -4.9397 4.6460 0.4302
H 2.3495 -2.7139 5.4130 0.4663
H 1.3830 -1.1056 3.7776 0.5124
H -0.1913 -4.1136 -1.2871 0.4019
H -1.4839 -5.8978 -2.4563 0.4786
H -3.3344 -5.2793 -3.9603 0.4301
H -3.9251 -2.9126 -4.2995 0.4702
H -2.6223 -1.1427 -3.1457 0.3288
H -0.8768 0.5787 -3.6323 0.2237
H 0.3747 1.2514 -5.6533 0.5108
H 2.5902 0.2650 -6.1163 0.4611
H 3.5169 -1.4433 -4.5962 0.4988
H 2.2665 -2.1080 -2.5716 0.4272
H -3.6784 0.4623 -1.9923 0.5736
H -5.3647 1.7353 -3.2823 0.4635
H -5.2556 4.2087 -3.3512 0.4475
H -3.4873 5.3913 -2.0944 0.4607
H -1.8029 4.1230 -0.8373 0.4645
H 0.3489 2.1482 -2.4881 0.3936
H 2.2707 3.6875 -2.4980 0.5286
H 2.9763 4.8055 -0.4127 0.4695
H 1.7724 4.3452 1.6924 0.5248
H -0.1438 2.7635 1.7014 0.4229
N -1.1941 -0.3596 4.9530 -0.6087
C -2.3024 0.0486 5.8317 -0.6352
C -2.6866 1.4832 5.5137 -0.5984
N -3.0432 1.5605 4.0933 -0.5872
H -1.1047 -1.3712 4.9738 0.3225
H -0.3264 0.0341 5.3090 0.3721
H -2.0305 -0.0327 6.8864 0.4011
H -3.1505 -0.6094 5.6399 0.3764
H -1.8417 2.1502 5.6926 0.3613
H -3.5092 1.7955 6.1625 0.4092
H -3.1654 2.5263 3.8026 0.3263
H -3.9259 1.0834 3.9275 0.3462
```

- DFT total energy: -3128.42738 Eh
- Multiplicity: 1
- Orbital gap: 6.12 eV
- Net charge: +3

5.
ORCA calculation (the ωB97M-V functional and the def2-TZVPD basis) on a molecular structure, C38H38CaCl3Ge2N3O3 in a non-equilibrium geometry.

```
88
Properties=species:S:1:pos:R:3:mulliken_charge:R:1
Ca -19.2847 10.0236 -0.7031 1.4483
O -24.7960 14.7328 -1.2245 -0.6999
C -24.3733 14.0199 -2.1222 0.4745
O -24.5558 14.0056 -3.3644 -0.7256
C -23.4264 12.9074 -1.7413 -0.7029
C -22.8319 12.0714 -2.7030 -0.5236
C -21.7895 11.1755 -2.3820 0.3009
N -21.3155 11.0962 -1.0984 -0.4213
C -21.9214 11.8345 -0.1309 0.8997
C -22.9768 12.7168 -0.4201 -0.7620
C -21.4483 11.6686 1.1916 0.0758
C -22.2278 12.1811 2.2494 -0.8930
C -21.7307 12.3632 3.5339 -0.5900
C -20.3958 11.9369 3.7578 -0.7246
C -19.7049 11.2804 2.7213 -0.5498
N -20.2386 11.0942 1.4523 0.2937
C -21.0538 10.5197 -3.3860 -0.0551
C -21.3113 10.7363 -4.7119 -0.8358
C -21.0889 9.7277 -5.6191 -0.4009
C -20.3645 8.6203 -5.2090 -0.9539
C -19.8629 8.6424 -3.8953 0.1835
N -20.0794 9.6025 -2.9819 0.0838
H -23.2134 11.9987 -3.7093 0.7338
H -23.2836 13.4028 0.4338 0.4805
H -23.2287 12.5529 2.0255 0.5354
H -22.3445 12.7658 4.3310 0.4449
H -19.9390 12.0882 4.7348 0.4160
H -18.6875 10.8646 2.8657 0.4627
H -21.7414 11.7598 -5.0118 0.4882
H -21.3950 9.8802 -6.6560 0.4154
H -20.0237 7.8689 -5.9061 0.4151
H -19.2463 7.7612 -3.5881 0.1083
C -18.8086 5.1191 -2.2001 -1.0454
C -19.6751 5.6616 -1.0560 -0.8688
Ge -18.9790 7.1311 0.1686 0.6691
C -20.0536 6.5897 1.7338 -0.7386
C -19.4110 5.6215 2.7267 -1.3837
C -17.0734 6.7484 0.7023 -1.0904
C -15.8542 7.0829 0.1077 1.3049
Ge -15.5211 8.8496 -0.6997 0.2774
C -16.1596 8.8457 -2.5843 0.2640
C -15.3314 8.1146 -3.6676 -1.3842
C -13.8011 9.6808 -0.4114 -0.2909
C -12.9261 9.6236 -1.6414 -1.3734
C -14.6810 6.2846 0.2182 -0.2260
C -14.2052 5.9111 1.5308 -0.3607
C -13.1476 5.0439 1.6946 -0.7143
C -12.4121 4.5787 0.5866 -0.3894
C -12.7995 4.9837 -0.6845 -0.8880
C -13.9301 5.7710 -0.8510 0.3428
H -18.5047 4.0772 -1.9532 0.3399
H -17.8782 5.7046 -2.5355 0.0037
H -19.3381 5.0346 -3.1011 0.4424
H -20.0227 4.8898 -0.3485 0.4856
H -20.5860 6.2472 -1.4085 0.3207
H -20.9537 6.1124 1.3443 0.4561
H -20.2983 7.5402 2.2454 0.2846
H -19.4563 4.6059 2.4105 0.3445
H -20.1127 5.5980 3.5905 0.4205
H -18.5672 5.9654 3.2550 0.3525
H -17.0158 6.0884 1.6443 -0.1315
H -16.2640 9.9142 -2.8547 0.4112
H -17.1599 8.4238 -2.6122 -0.6534
H -14.3705 8.5667 -3.7402 0.3852
H -15.8311 8.1844 -4.6334 0.3872
H -15.2003 7.0781 -3.4026 0.2849
H -13.4087 9.1603 0.5109 0.4228
H -14.1086 10.6899 -0.0307 0.5259
H -13.1046 10.4563 -2.3471 0.3932
H -12.9670 8.6983 -2.2164 0.2339
H -11.8604 9.7149 -1.3475 0.3610
H -14.7066 6.1858 2.4894 0.2096
H -12.9246 4.6829 2.7088 0.3601
H -11.5833 3.8582 0.7845 0.3305
H -12.3299 4.6374 -1.5656 0.4632
H -14.3754 5.9314 -1.8384 0.2703
Cl -15.8437 14.4318 3.8280 -0.2059
C -16.0201 13.1283 2.6702 -0.1108
C -16.5078 13.3733 1.4119 -0.3893
C -16.8535 12.3444 0.5294 0.7423
Cl -17.7526 12.5970 -0.9577 -0.1262
C -16.6390 10.9857 0.9041 -0.0435
O -16.8245 10.0782 -0.0400 0.3119
C -15.9655 10.7147 2.1925 0.4119
Cl -15.2644 9.1684 2.4843 -0.0345
C -15.6623 11.8349 3.0215 -0.5687
H -16.8353 14.3472 1.0777 0.4255
H -15.0574 11.5620 3.9289 0.3563
```

- DFT total energy: -8072.79944 Eh
- Multiplicity: 1
- Orbital gap: 5.53 eV
- Net charge: 0